A structure of composition C28H25CoFIN5O7, computed with ωB97M-V with the def2-TZVPD basis set.

Values from the calculation:
* 2S+1: 2
* LUMO (alpha / beta): 0.121 / 0.121 Eh
* expectation value of S²: 0.775
* charge: -2
* relative energy (zero: lowest compared OMol25 entry of this formula, charge and spin): 38.6 kJ/mol
* HOMO level (alpha / beta): -1.43 / -1.59 eV

```
68
C28H25CoFIN5O7, DFT ωB97M-V with the def2-TZVPD basis set
Co 0.1941 -1.2487 -0.9488
C -1.6293 -5.9067 -5.2814
O -1.9597 -4.6728 -5.8623
C -1.5176 -3.5408 -5.2135
C -1.8938 -2.3195 -5.7962
C -1.5119 -1.1438 -5.2045
C -0.7732 -1.0915 -4.0114
C -0.4310 0.1439 -3.3521
C -0.8016 1.4929 -3.9554
O 0.1493 0.2101 -2.2600
C -0.3892 -2.3420 -3.4082
O 0.2430 -2.4771 -2.3119
C -0.7636 -3.5431 -4.0719
H -2.0367 -6.6750 -5.9404
H -2.0726 -6.0077 -4.2852
H -0.5448 -6.0314 -5.2009
H -2.4889 -2.3338 -6.6975
H -1.8193 -0.2265 -5.6848
H -1.3327 1.4354 -4.8982
H 0.1097 2.0740 -4.0904
H -1.4260 2.0051 -3.2238
H -0.4514 -4.4534 -3.5855
C 1.8734 -1.0037 2.8312
C 2.7715 -1.0491 1.6492
N 2.4483 -1.0574 0.3809
C 3.6236 -1.0885 -0.3236
C 4.6892 -1.0975 0.5597
N 4.1190 -1.0741 1.7978
C 6.2037 -1.1012 0.4590
O 6.6880 -1.0980 -0.7019
O 6.8033 -1.0950 1.5370
C 3.6283 -1.0931 -1.7983
O 4.8090 -1.1004 -2.3825
O 2.5961 -1.0701 -2.4407
H 0.8499 -0.8412 2.5134
H 2.1721 -0.1864 3.4881
H 1.9363 -1.9406 3.3873
H 4.6764 -1.0796 2.6414
H 5.6209 -1.1085 -1.6997
N -2.4515 2.8917 4.0192
C -2.6620 4.0286 4.7353
C -3.5727 4.3410 5.7193
C -3.5141 5.6269 6.2550
C -2.5726 6.5421 5.8027
C -1.6501 6.2304 4.8149
C -1.6807 4.9470 4.2620
N -0.9186 4.3734 3.3015
C -1.3863 3.1295 3.1417
C -0.9540 2.1362 2.2468
C 0.1275 2.2860 1.3323
C 0.4737 1.2716 0.4873
N -0.1499 0.0667 0.4474
C -1.2020 -0.0752 1.2833
C -1.6133 0.8761 2.1641
H -2.9838 2.0448 4.0812
H -4.3041 3.6185 6.0596
H -4.2173 5.9114 7.0289
H -2.5649 7.5349 6.2402
H -0.9277 6.9598 4.4793
H 0.6620 3.2231 1.3102
H 1.2897 1.3929 -0.2121
H -1.7398 -1.0081 1.2069
H -2.4726 0.6540 2.7800
I 1.4727 -4.3044 -0.0074
C -0.0213 -2.7786 0.2606
H -0.0316 -2.6134 1.3361
H -0.9452 -3.2873 -0.0111
F -1.8508 -1.2810 -1.1805
```



A cluster of 2 separate species, C28H25F4NO2 in total, computed with ωB97M-V with the def2-TZVPD basis set.

Values from the calculation:
* LUMO: -0.112 Eh
* relative energy (zero: lowest compared OMol25 entry of this formula, charge and spin): 45.4 kJ/mol
* HOMO level: -6.77 eV

```
60
C28H25F4NO2, DFT ωB97M-V with the def2-TZVPD basis set
F 2.0059 -2.0943 5.1782
C 1.5946 -1.0711 4.3540
C 2.1700 0.1891 4.5214
C 1.7529 1.2025 3.6508
F 2.3627 2.4337 3.7317
C 0.7630 1.0095 2.7043
C 0.1985 -0.2865 2.5267
C -0.7603 -0.5056 1.4995
C -1.5253 -1.6624 1.3929
C -2.5395 -1.8025 0.4522
C -3.3027 -2.9798 0.1973
C -4.3586 -2.8997 -0.7548
C -5.1129 -4.0223 -1.0458
F -6.1105 -3.9257 -1.9901
C -4.8944 -5.2583 -0.4360
C -3.8713 -5.3212 0.5073
F -3.6189 -6.5352 1.1122
C -3.0789 -4.2275 0.8541
C 0.6124 -1.3306 3.4064
H 2.9327 0.3703 5.2773
H 0.4092 1.8331 2.0868
H -0.9312 0.3119 0.8049
H -1.3278 -2.4973 2.0675
H -2.7736 -0.9484 -0.1820
H -4.5503 -1.9525 -1.2568
H -5.4916 -6.1288 -0.6868
H -2.2819 -4.3277 1.5896
H 0.1878 -2.3285 3.3301
C 3.5611 2.7947 0.2352
C 3.7943 1.8464 -0.9299
N 3.1733 0.5173 -0.7628
C 4.1153 -0.5909 -0.5492
C 4.5901 -1.2661 -1.8218
C 1.8034 0.2575 -0.6272
C 0.9015 1.3455 -0.9624
C -0.4278 1.1660 -1.4519
C -1.2085 2.3912 -1.9020
C -0.6275 3.6332 -2.2152
C -1.4074 4.6907 -2.7086
C -2.7824 4.5297 -2.9045
C -3.3767 3.2931 -2.6024
C -2.5933 2.2423 -2.1221
O -0.9958 0.0564 -1.5359
O 1.4492 -0.8691 -0.2352
H 4.0140 3.7623 -0.0011
H 2.4959 2.9372 0.4372
H 4.0363 2.4061 1.1419
H 3.4585 2.3002 -1.8781
H 4.8689 1.6475 -1.0411
H 4.9721 -0.1780 -0.0002
H 3.6079 -1.3306 0.0785
H 5.1879 -2.1401 -1.5551
H 3.7334 -1.6015 -2.4127
H 5.2063 -0.6043 -2.4382
H 1.3925 2.2900 -1.1688
H 0.4429 3.7809 -2.0937
H -0.9356 5.6529 -2.9265
H -3.3923 5.3627 -3.2736
H -4.4545 3.1579 -2.7296
H -3.0631 1.2749 -1.9361
```



A structure of composition C28H25F5N4O3PSV, computed with ωB97M-V with the def2-TZVPD basis set.

Values from the calculation:
* 2S+1: 2
* LUMO (alpha / beta): -0.173 / -0.146 Eh
* expectation value of S²: 0.769
* charge: +1
* relative energy (zero: lowest compared OMol25 entry of this formula, charge and spin): 69.7 kJ/mol
* HOMO level (alpha / beta): -11.00 / -11.00 eV

```
68
C28H25F5N4O3PSV, DFT ωB97M-V with the def2-TZVPD basis set
V -0.5753 1.1720 -0.5702
O -0.3641 1.8665 3.0637
C 0.4082 2.1640 2.1907
O 0.1414 1.8391 0.9104
C 1.7463 2.8090 2.3649
P 3.2112 1.9071 1.6327
C 2.8809 2.0097 -0.1781
C 3.1720 3.2343 -0.7760
C 3.1080 3.3907 -2.1549
C 2.7937 2.3110 -2.9676
C 2.5043 1.0848 -2.3867
C 2.5167 0.9454 -1.0051
C 2.8731 0.1532 2.0312
C 2.0619 -0.2630 3.0854
C 1.9384 -1.6124 3.3964
C 2.6164 -2.5691 2.6583
C 3.4589 -2.1659 1.6284
C 3.5997 -0.8198 1.3342
H 1.9165 2.9532 3.4309
H 1.7524 3.7893 1.8846
H 3.4850 4.0732 -0.1632
H 3.3330 4.3528 -2.5955
H 2.7843 2.4241 -4.0434
H 2.2772 0.2324 -3.0157
H 2.3424 -0.0263 -0.5640
H 1.5360 0.4553 3.7002
H 1.3251 -1.9100 4.2385
H 2.5279 -3.6187 2.9091
H 4.0328 -2.8989 1.0759
H 4.2953 -0.5194 0.5587
F -5.1012 1.1756 -5.4153
C -4.5584 1.2382 -4.2118
C -3.3002 0.6968 -3.9916
F -2.6326 0.1099 -4.9765
C -2.7672 0.7776 -2.7248
F -1.5364 0.2266 -2.5045
C -3.4121 1.3778 -1.6605
S -2.6695 1.5288 -0.0643
C -4.6717 1.9084 -1.9074
F -5.3442 2.4989 -0.9272
C -5.2446 1.8419 -3.1679
F -6.4439 2.3571 -3.3837
O 0.1889 4.7747 -2.2852
C -0.0488 3.6692 -2.0227
N -0.2945 2.5119 -1.7807
C -2.2964 -2.6871 2.7760
C -1.7803 -1.2984 3.0815
N -1.0991 -0.7449 1.9117
C -0.7420 -1.4161 0.8194
N -0.2672 -0.7286 -0.2538
C 0.3714 -1.5476 -1.2921
C -0.5017 -2.7408 -1.6218
C -0.6198 -3.5823 -0.3719
N -0.8612 -2.7483 0.8084
C -1.2031 -3.4470 2.0500
H -3.1869 -2.6389 2.1464
H -2.5661 -3.1956 3.7003
H -1.0726 -1.3239 3.9129
H -2.5855 -0.6161 3.3509
H -0.8201 0.2216 2.0110
H 1.3538 -1.8800 -0.9372
H 0.5382 -0.9224 -2.1672
H -0.0709 -3.3373 -2.4250
H -1.4828 -2.3914 -1.9485
H 0.3009 -4.1498 -0.2070
H -1.4404 -4.2966 -0.4468
H -0.3097 -3.5345 2.6753
H -1.5218 -4.4510 1.7782
```